# 1
The following is a DFT calculation (ωB97M-V/def2-TZVPD) of 2 unconnected molecules or ions with the total composition C3H5F in a non-equilibrium geometry.

```
9
Properties=species:S:1:pos:R:3
C 1.3033 0.7608 -0.6426
C 0.1081 0.3322 -0.9489
C -1.0622 -0.8559 1.0206
F -0.9454 0.1713 1.8616
H 1.7985 1.5521 -1.2908
H 1.8666 0.6624 0.2411
H -0.6255 0.0771 -1.6600
H -0.6467 -1.8244 1.2188
H -1.7967 -0.8757 0.2002
```

Computed properties:
Lowest unoccupied orbital energy (spin up / spin down) ... 0.830 / 0.706 eV
HOMO-LUMO gap (spin up / spin down) ... 0.327 / 0.326 Ha

# 2
The following is a DFT calculation (ωB97M-V/def2-TZVPD) of 2 unconnected molecules or ions with the total composition C2H6N2O in a non-equilibrium geometry.

```
11
Properties=species:S:1:pos:R:3
C 1.0425 -1.3584 -1.5372
C -1.0070 1.1154 1.6648
N 0.6174 -1.2210 -0.2003
N -0.8263 1.4192 0.2703
O 0.1840 0.9889 -0.2893
H 0.1665 -1.9025 -1.9987
H 0.9642 -0.3997 -2.2037
H 1.9906 -1.8053 -1.4113
H -1.5782 0.2602 1.7144
H -1.4745 2.0326 2.0096
H -0.0793 0.8706 1.9814
```

Computed properties:
Lowest unoccupied orbital energy (spin up / spin down) ... 0.195 / -0.136 eV
HOMO-LUMO gap (spin up / spin down) ... 0.326 / 0.327 Ha
Multiplicity ... 3

# 3
The following is a DFT calculation (ωB97M-V/def2-TZVPD) of a molecular structure, C35H48IIrN4O5Si4Te in a non-equilibrium geometry.

```
99
Properties=species:S:1:pos:R:3
Ir -0.2683 -0.2988 0.1375
O 0.9552 4.8582 1.9178
C 0.5415 4.2636 3.0429
C 0.8126 4.9149 4.2481
C 0.4399 4.3569 5.4515
C -0.2261 3.1323 5.4895
C -0.5132 2.4845 4.3111
C -0.1409 3.0276 3.0727
C -0.4258 2.2341 1.8715
O -1.0587 1.1524 1.9455
N -0.0205 2.7269 0.6892
N -0.0977 1.8815 -0.3176
C -0.1014 2.2707 -1.5357
C -0.1921 1.2632 -2.5552
C -0.2125 1.5734 -3.9128
C -0.3224 0.5497 -4.8352
C -0.3967 -0.7613 -4.3809
C -0.3690 -0.9921 -3.0184
N -0.2905 -0.0060 -2.1338
H 0.7571 4.2638 1.1622
H 1.3320 5.8625 4.2081
H 0.6756 4.8733 6.3722
H -0.5023 2.6902 6.4366
H -1.0234 1.5304 4.3109
H -0.0476 3.3223 -1.7931
H -0.1382 2.6068 -4.2216
H -0.3410 0.7701 -5.8936
H -0.4765 -1.5877 -5.0708
H -0.4083 -1.9952 -2.6146
O -1.1146 -2.5628 0.3702
C -1.0253 -3.0127 1.7127
C 0.1489 -2.4060 2.4218
C 0.8871 -3.0916 3.3702
C 1.9036 -2.4238 4.0370
C 2.1435 -1.0906 3.7364
C 1.3851 -0.4903 2.7489
N 0.4131 -1.1429 2.1091
H -0.3368 -2.8870 -0.1134
H -0.9812 -4.1031 1.7596
H -1.9363 -2.6795 2.2172
H 0.6666 -4.1278 3.5855
H 2.5020 -2.9347 4.7791
H 2.9033 -0.5216 4.2509
H 1.5471 0.5414 2.4689
C -6.1576 -0.1463 2.0861
Si -5.8629 1.6563 1.5993
C -7.5263 2.5137 1.3372
C -4.8240 2.5382 2.9101
Si -4.5615 1.7427 -0.4341
Te -2.9559 -0.1391 -0.0071
Si -3.8572 4.0167 -0.8407
C -3.1023 4.1664 -2.5758
C -5.4787 4.9948 -0.8437
C -2.7137 4.7357 0.4724
Si -5.6422 0.7833 -2.3563
C -6.0428 -1.0415 -2.0698
C -7.2338 1.7296 -2.7307
C -4.4313 0.9504 -3.8040
H -6.7630 -0.2170 2.9915
H -5.2128 -0.6587 2.2752
H -6.6784 -0.6936 1.2989
H -8.1014 2.5136 2.2652
H -8.1255 2.0042 0.5817
H -7.4073 3.5511 1.0245
H -5.1894 2.3186 3.9153
H -4.8525 3.6215 2.7837
H -3.7795 2.2220 2.8625
H -3.8869 4.1766 -3.3333
H -2.4227 3.3463 -2.8119
H -2.5465 5.1018 -2.6721
H -6.2380 4.5121 -1.4610
H -5.3189 5.9982 -1.2434
H -5.8859 5.1066 0.1619
H -1.8039 4.1526 0.5852
H -3.2030 4.7729 1.4466
H -2.4176 5.7547 0.2142
H -6.7845 -1.1687 -1.2796
H -5.1529 -1.6024 -1.7813
H -6.4466 -1.4979 -2.9753
H -7.9275 1.7012 -1.8900
H -7.7428 1.2902 -3.5907
H -7.0365 2.7760 -2.9669
H -3.4320 0.6003 -3.5338
H -4.3448 1.9865 -4.1326
H -4.7674 0.3623 -4.6604
I 7.7832 -4.0548 1.1930
C 5.9472 -3.1747 0.6647
C 4.8105 -3.9665 0.6007
C 3.5995 -3.3814 0.2699
C 3.5279 -2.0174 0.0070
C 4.6770 -1.2368 0.0751
C 5.8921 -1.8138 0.4001
C 2.2062 -1.3786 -0.2415
O 2.0869 -0.1338 -0.1323
O 1.1952 -2.1071 -0.4763
H 4.8593 -5.0242 0.8182
H 2.6994 -3.9787 0.2169
H 4.6070 -0.1773 -0.1293
H 6.7851 -1.2081 0.4614
```

Computed properties:
Lowest unoccupied orbital energy (spin up / spin down) ... -4.295 / -4.326 eV
HOMO-LUMO gap (spin up / spin down) ... 0.200 / 0.200 Ha
Net charge ... +1
Multiplicity ... 2

# 4
The following is a DFT calculation (ωB97M-V/def2-TZVPD) of a molecular structure, C9H8ClF6NO5PdS2.

```
33
Properties=species:S:1:pos:R:3
Pd -0.5009 -0.4134 0.2186
F -2.9891 2.3611 -2.9012
C -1.6506 2.3384 -2.7345
F -1.1198 1.9306 -3.9063
F -1.2567 3.6194 -2.5535
S -1.1195 1.3228 -1.2707
O -1.9130 2.0336 -0.2747
O 0.3247 1.5491 -1.4412
N -1.6933 -0.0352 -1.9794
S -2.2040 -1.3357 -1.1905
O -3.1416 -1.2137 -0.0825
O -1.3216 -2.5054 -1.2900
C -3.3959 -1.8177 -2.5192
F -4.3449 -0.8945 -2.7517
F -2.7924 -2.0700 -3.6966
F -4.0304 -2.9511 -2.1481
Cl 0.9516 -2.3553 1.7133
C 1.8864 -0.9876 2.2986
C 3.2515 -1.1272 2.4002
C 4.0550 -0.0346 2.7208
C 3.4188 1.1999 2.8900
C 2.0505 1.3308 2.7820
C 1.1811 0.2341 2.4945
C -0.2270 0.3603 2.3872
H 3.6900 -2.0968 2.1946
H 5.1298 -0.1373 2.7966
H 4.0127 2.0826 3.1097
H 1.5915 2.3060 2.9041
H -0.6549 1.3313 2.6030
H -0.8328 -0.4947 2.6733
O 1.5811 -1.3290 -1.8350
H 0.7416 -1.8057 -1.7801
H 1.3223 -0.3953 -1.8313
```

Computed properties:
Lowest unoccupied orbital energy ... 5.283 eV
HOMO-LUMO gap ... 0.200 Ha
Net charge ... -2

# 5
The following is a DFT calculation (ωB97M-V/def2-TZVPD) of a single C21H31N3O4 molecule in a non-equilibrium geometry.

```
59
Properties=species:S:1:pos:R:3
C -8.2206 -1.0464 0.1270
H -8.1251 -1.3078 1.1045
O -6.9129 -1.3486 -0.6016
C -5.8440 -0.9370 -0.1493
C -5.7731 -0.1484 0.7452
C -4.6110 0.4250 1.3311
C -3.4914 -0.0582 0.8270
C -3.5342 -0.8463 -0.4860
C -4.7899 -1.3340 -0.8633
C -4.8201 -2.4116 -1.8779
H -5.5474 -1.7747 -2.6475
H -3.9869 -2.5204 -2.3751
H -5.3139 -3.4523 -1.6085
H -2.5924 -1.1187 -0.8169
C -2.0540 0.5543 0.9410
N -1.3439 0.9460 0.0294
C -1.8012 1.9371 -0.7570
H -1.6463 1.9284 -1.7946
H -2.8153 2.1947 -0.7474
C -1.2650 3.4758 -0.2180
N 0.1296 3.3645 -0.7166
C 0.7482 2.3144 -0.3824
O 2.0098 2.2461 -0.8845
C 0.0906 1.1362 0.3653
C 0.8265 -0.1009 -0.3330
H 0.1523 -1.0277 -0.0552
H 1.2732 -0.4433 -1.0936
C 1.9455 -0.4405 0.9013
O 1.6835 -1.4924 1.8982
N 3.0425 0.1201 0.8790
H 3.0265 0.9799 0.0323
C 4.1431 -0.0260 1.5110
H 4.4626 1.0022 2.1137
H 3.8800 -0.8363 2.4030
C 5.3536 -0.6026 0.8655
C 5.1223 -1.6776 0.2359
H 4.8325 -2.6178 0.7745
C 6.3042 -2.3363 -0.3162
H 6.0687 -3.2293 -1.1166
O 6.5969 -1.2889 -1.4563
C 7.1221 -0.2536 -0.8122
C 5.7206 0.5106 0.0189
H 6.0655 1.3461 0.2509
H 5.0028 0.4835 -0.9024
H 7.2485 0.5247 -1.8727
H 8.0480 -0.3671 -0.2933
H 7.2182 -2.6599 0.1596
H 4.3753 -1.9077 -0.4526
H 6.2273 -0.5847 1.4806
H 0.1675 1.4028 1.3092
H 0.6558 4.1877 -1.1431
H -1.3750 3.5924 0.6913
H -1.4939 4.3392 -0.9527
H -2.0846 1.3036 1.9031
H -1.3786 -0.3113 1.6698
H -4.4557 1.3360 2.2868
H -6.7011 0.3313 1.3368
H -8.5361 0.0326 -0.0239
H -9.0302 -1.5071 -0.4417
```

Computed properties:
Lowest unoccupied orbital energy ... 0.460 eV
HOMO-LUMO gap ... 0.304 Ha
SMILES ... COc1ccc(CN2CCNC(=O)[C@@H]2CC(=O)NCC2CCOCC2)cc1C

# 6
The following is a DFT calculation (ωB97M-V/def2-TZVPD) of a molecular structure, C3H4AgO2 in a non-equilibrium geometry.

```
10
Properties=species:S:1:pos:R:3
H -1.4871 1.0804 0.7661
Ag 2.3960 0.8471 0.0573
O -0.7878 -0.4407 -0.5202
C -1.5968 0.6260 -0.3826
C -0.0341 -0.9197 0.5216
O -2.7348 0.5217 0.0384
C 1.0947 -1.5868 0.2845
H -0.4328 -0.7438 1.5243
H 1.6617 -1.9835 1.1262
H 1.4233 -1.8019 -0.7356
```

Computed properties:
Lowest unoccupied orbital energy (spin up / spin down) ... -6.586 / -6.586 eV
HOMO-LUMO gap (spin up / spin down) ... 0.263 / 0.263 Ha
Net charge ... +1

Total energy across the listed records, respectively: -5903.9980, -7192.0635, -103011.6256, -75166.8721, -34918.4510, -11256.9417 eV.
Relative energy (zero: lowest compared OMol25 entry of this formula, charge and spin) across the listed records, respectively: 106.8, 44.1, 83.0, 20.0, 560.9, 92.3 kcal/mol.